Entry 1:
Below is a cluster of 6 separate species, C5H22O6S2 in total in a non-equilibrium geometry, with properties calculated with ωB97M-V with the def2-TZVPD basis set.

The geometry in XYZ format:
```
35
Properties=species:S:1:pos:R:3:forces:R:3:mulliken_spin:R:1
C 0.662 -0.108 0.955 0.6 -0.6 -2.8 0.019
C 1.980 -0.767 1.351 0.8 2.0 2.5 -0.003
O 1.714 -1.676 2.392 -0.2 -0.8 -0.2 0.002
C 0.211 0.824 1.975 -0.7 1.3 1.5 0.018
S 1.068 2.337 1.563 0.7 1.4 1.8 0.458
S -0.123 3.450 0.484 0.4 0.3 0.0 0.399
C -0.264 2.615 -1.069 0.4 -0.3 -2.7 0.037
C -1.663 2.230 -1.504 -0.1 0.4 1.6 -0.009
H 0.713 0.498 -0.062 0.0 -2.0 2.1 -0.009
H -0.066 -0.901 0.860 -0.1 -0.3 -0.4 0.012
H 2.583 -1.133 0.562 0.3 -0.7 -0.9 -0.001
H 2.669 -0.084 1.956 -0.7 0.1 -1.4 0.004
H 1.767 -2.549 2.007 -0.2 -0.6 0.2 0.000
H -0.841 1.056 2.027 -0.5 0.1 -0.6 -0.004
H 0.402 0.640 3.049 0.7 -0.3 -0.5 0.018
H 0.264 1.658 -1.245 0.3 0.9 0.9 -0.010
H 0.335 3.329 -1.726 -1.0 -0.5 0.6 0.056
H -2.487 2.839 -1.172 -0.1 0.9 -0.5 0.001
H -1.817 1.365 -0.910 -0.4 -1.3 0.3 0.010
H -1.719 1.917 -2.511 -0.1 0.0 -1.1 0.000
H 1.166 -1.678 -2.503 0.1 2.8 2.6 0.000
H 1.277 -1.707 -1.026 -0.4 -0.1 0.5 0.000
O 1.222 -0.997 -1.677 0.2 -2.4 -3.6 0.000
H 2.390 1.350 -2.556 0.7 1.2 3.4 0.000
H 2.501 1.334 -0.921 -0.1 -2.2 1.4 -0.004
O 2.569 1.874 -1.662 -0.3 0.9 -4.9 0.003
H -2.789 -2.753 -0.564 -2.2 -1.1 -2.8 0.000
H -2.217 -1.807 0.246 0.5 1.0 0.7 0.000
O -2.177 -2.751 0.111 1.4 0.2 2.3 0.000
H -2.985 0.773 0.862 -0.6 -2.8 -0.5 0.002
H -3.442 -0.674 1.419 0.1 0.7 -0.5 0.000
O -3.105 -0.221 0.616 0.3 2.3 1.3 0.001
H -0.571 -3.060 -0.064 1.0 -0.8 -1.3 0.000
H 0.517 -4.015 -0.640 2.3 -8.5 0.1 0.000
O 0.258 -3.208 -0.623 -2.8 8.7 1.1 0.000
```
Positions in Å, forces in eV/Å.

Output
multiplicity = 2
E_LUMO (alpha / beta) = -3.43 / -7.64 eV
total charge = +1
F_max = 9.17 eV/Å
HOMO energy (alpha / beta) = -13.70 / -13.68 eV
⟨S²⟩ = 0.755
HOMO-LUMO gap (alpha / beta) = 10.27 / 6.04 eV

Entry 2:
Below is a cluster of 7 separate species, C19H36Br12FNO in total in a non-equilibrium geometry, with properties calculated with ωB97M-V with the def2-TZVPD basis set.

The geometry in XYZ format:
```
70
Properties=species:S:1:pos:R:3:forces:R:3:lowdin_charge:R:1
C -0.260 0.193 -1.821 0.2 0.1 -0.7 -0.107
C -0.313 1.583 -2.443 0.1 0.2 0.6 -0.347
F 0.935 2.208 -2.213 0.0 0.1 -0.1 -0.069
C -1.352 2.530 -1.870 0.0 -0.3 -0.5 -0.152
C -2.788 2.039 -1.927 -0.9 1.3 0.7 -0.339
C -3.344 1.055 -0.841 -0.5 -0.4 0.2 -0.137
C -4.041 -0.015 -1.696 0.4 1.1 -0.6 -0.182
C -4.501 0.886 -2.838 0.8 -0.7 0.1 -0.456
O -5.598 1.063 -3.262 -0.3 0.0 -0.3 0.134
N -3.309 1.614 -3.253 0.4 0.3 0.4 0.089
H -0.362 -0.566 -2.599 -0.2 -0.1 0.1 0.070
H -0.988 0.036 -1.035 -0.1 0.0 -0.1 0.003
H 0.723 0.045 -1.388 0.0 0.1 0.0 -0.014
H -0.407 1.545 -3.530 0.0 -0.1 0.0 0.137
H -1.293 3.451 -2.455 0.0 0.0 0.0 0.125
H -1.120 2.795 -0.834 0.0 -0.2 -0.3 0.012
H -3.368 2.945 -1.720 0.1 0.1 -0.1 0.079
H -2.667 0.669 -0.081 0.3 -0.1 -0.3 0.074
H -4.127 1.548 -0.260 0.1 0.2 0.0 0.103
H -3.230 -0.625 -2.147 -1.0 0.6 0.5 -0.032
H -4.836 -0.577 -1.218 0.1 -0.2 0.0 0.119
H -2.624 0.952 -3.616 -0.3 -0.2 -0.3 0.083
Br -2.699 -2.701 -1.962 0.5 -1.4 0.1 0.742
C -4.138 -2.864 -3.254 0.0 -0.2 0.2 -0.637
C -3.617 -3.252 -4.610 0.0 0.1 -0.2 -0.675
Br -2.767 -1.741 -5.494 0.1 0.0 0.0 0.636
H -4.658 -1.910 -3.268 0.0 0.0 0.0 0.042
H -4.801 -3.631 -2.859 0.0 0.0 0.0 0.067
H -4.435 -3.551 -5.262 0.0 0.0 0.0 0.061
H -2.880 -4.046 -4.565 0.0 0.0 0.0 0.050
Br 2.896 0.830 0.233 0.2 0.1 0.1 0.641
C 2.337 2.521 1.003 0.1 -0.1 0.0 -0.657
C 1.355 2.310 2.127 -0.1 0.1 0.0 -0.642
Br -0.405 1.820 1.455 0.2 -0.1 0.3 0.678
H 1.923 3.109 0.188 0.0 0.0 0.0 0.048
H 3.243 2.997 1.373 0.0 0.0 0.1 0.060
H 1.206 3.232 2.686 0.0 0.0 0.0 0.047
H 1.655 1.519 2.809 0.0 0.0 0.0 0.010
Br 3.639 -2.888 -0.809 -0.1 0.1 0.0 0.644
C 2.505 -3.814 0.472 0.1 -0.1 -0.1 -0.675
C 1.047 -3.618 0.154 -0.1 0.1 0.2 -0.659
Br 0.473 -1.831 0.655 -0.2 -0.3 0.2 0.656
H 2.772 -3.435 1.454 0.0 0.0 0.0 0.037
H 2.780 -4.864 0.401 0.0 0.0 0.0 0.061
H 0.435 -4.305 0.734 0.0 0.0 0.0 0.061
H 0.821 -3.740 -0.901 0.1 0.0 0.0 0.051
Br -1.548 4.754 3.839 0.0 0.0 0.0 0.611
C -1.174 5.749 2.212 0.1 0.0 0.2 -0.697
C -2.430 6.093 1.459 0.0 -0.1 -0.2 -0.668
Br -3.124 4.533 0.529 -0.2 0.1 0.1 0.717
H -0.503 5.134 1.618 0.0 0.0 0.0 0.032
H -0.654 6.648 2.536 0.0 0.0 0.0 0.059
H -2.218 6.823 0.681 0.0 0.0 0.0 0.060
H -3.222 6.467 2.100 0.0 0.0 0.0 0.052
Br 2.289 -1.200 4.144 0.1 0.1 0.0 0.624
C 0.964 -1.784 5.442 0.1 -0.1 -0.1 -0.684
C -0.437 -1.569 4.938 -0.2 0.1 0.1 -0.692
Br -0.974 0.296 5.032 0.1 0.0 0.0 0.613
H 1.169 -1.251 6.365 0.0 0.0 0.0 0.050
H 1.152 -2.846 5.586 0.0 0.0 0.0 0.057
H -1.150 -2.105 5.562 0.0 0.0 0.0 0.057
H -0.558 -1.876 3.903 0.0 0.0 0.0 0.031
Br 9.521 -2.250 1.677 0.0 -0.1 0.0 0.602
C 8.549 -3.197 0.283 0.1 0.2 0.0 -0.701
C 7.060 -3.123 0.487 0.0 -0.2 0.0 -0.727
Br 6.467 -4.312 1.907 0.0 0.1 0.0 0.597
H 8.919 -4.217 0.283 0.0 0.0 0.0 0.048
H 8.827 -2.707 -0.647 0.0 0.0 0.0 0.058
H 6.536 -3.457 -0.405 0.0 0.0 0.0 0.012
H 6.721 -2.127 0.752 0.0 0.0 0.0 0.049
```
Positions in Å, forces in eV/Å.

Output
E_LUMO = 0.21 eV
total charge = 0
SMILES string = C[C@H](F)C[C@@H]1CCC(=O)N1.BrCCBr.BrCCBr.BrCCBr.BrCCBr.BrCCBr.BrCCBr
F_max = 1.75 eV/Å
HOMO energy = -9.41 eV
HOMO-LUMO gap = 9.62 eV

Entry 3:
Below is a structure of composition C5H4CdO5 in a non-equilibrium geometry, with properties calculated with ωB97M-V with the def2-TZVPD basis set.

The geometry in XYZ format:
```
15
Properties=species:S:1:pos:R:3:forces:R:3:lowdin_charge:R:1
Cd -0.037 -0.381 -0.480 0.5 0.9 -0.9 1.162
O -0.015 3.100 -2.444 -0.1 -7.5 3.5 0.103
C -0.029 2.014 -1.944 0.1 7.4 -3.9 0.060
C 1.707 -1.566 0.062 6.0 -3.0 2.0 0.008
O 2.695 -2.099 0.323 -4.4 2.3 -1.2 0.221
C -1.816 -1.530 0.050 -6.3 -3.0 2.0 0.010
O -2.817 -2.049 0.299 4.7 2.3 -1.2 0.218
C -0.047 -1.615 -2.263 0.0 -2.7 -5.7 -0.049
O -0.047 -2.208 -3.239 0.0 1.9 3.5 0.228
C 0.328 0.924 1.933 0.1 0.8 0.2 -0.078
O -0.089 1.397 0.625 -2.8 -0.8 -1.6 -0.322
H 1.401 0.748 1.839 -0.1 0.2 0.3 0.101
H -0.208 0.034 2.264 -0.1 0.1 0.1 0.091
H 0.087 1.819 2.453 0.3 0.1 1.8 0.108
H -1.113 1.409 0.521 2.2 1.0 1.0 0.141
```
Positions in Å, forces in eV/Å.

Output
E_LUMO = -9.67 eV
total charge = +2
F_max = 8.38 eV/Å
energy above the lowest of the compared OMol25 structures with the same formula, charge and spin = 1.499 eV
HOMO energy = -20.59 eV
HOMO-LUMO gap = 10.92 eV

Entry 4:
Below is the molecule C2H6N4S in a non-equilibrium geometry, with properties calculated with ωB97M-V with the def2-TZVPD basis set.

The geometry in XYZ format:
```
13
Properties=species:S:1:pos:R:3:forces:R:3:lowdin_charge:R:1
C 0.643 -0.961 1.101 2.7 0.8 0.1 -0.225
C -0.500 -1.537 0.876 -3.6 -2.1 -0.2 -0.022
N 1.125 0.294 0.689 1.1 -2.9 3.0 0.012
N -0.624 0.579 -0.577 -3.9 -1.6 -0.8 -0.443
N 0.451 0.891 -0.163 4.3 2.9 -0.4 -0.415
N 1.241 2.000 -0.596 -0.4 1.1 0.2 0.120
S -1.457 1.321 -1.768 -1.7 0.8 -0.5 0.741
H 1.501 -1.499 1.515 -0.5 0.0 0.2 0.095
H -1.400 -1.081 0.495 0.4 0.4 0.0 0.026
H -0.793 -2.583 1.086 1.2 0.4 0.4 0.062
H 1.475 1.899 -1.551 -0.3 -0.2 -1.5 0.061
H 2.129 1.853 -0.121 -0.4 0.0 0.3 0.091
H -2.671 1.029 -1.143 1.0 0.3 -0.8 -0.103
```
Positions in Å, forces in eV/Å.

Output
E_LUMO = 0.73 eV
total charge = 0
F_max = 5.18 eV/Å
energy above the lowest of the compared OMol25 structures with the same formula, charge and spin = 5.408 eV
HOMO energy = -8.05 eV
HOMO-LUMO gap = 8.78 eV